# 1
{"formula": "C23H32NOs", "method": "the ωB97M-V functional and the def2-TZVPD basis", "species": ["C", "C", "C", "C", "C", "Os", "C", "C", "H", "C", "H", "H", "C", "H", "H", "H", "C", "H", "H", "H", "C", "H", "H", "H", "C", "H", "H", "H", "C", "H", "H", "H", "C", "H", "H", "H", "C", "H", "H", "H", "C", "C", "C", "C", "H", "C", "H", "C", "H", "H", "H", "C", "C", "N", "H", "H", "H"], "coordinates": [[1.3771, -1.7705, 1.1896], [1.8861, -1.1147, 0.0287], [0.9182, -1.2412, -1.0237], [-0.1782, -2.0258, -0.5210], [0.0901, -2.3239, 0.8652], [-0.0466, -0.2744, 0.6030], [-1.8392, 1.6686, -1.0408], [-1.7470, 1.0285, 0.3522], [-1.6677, 1.7731, 1.1577], [-2.1917, -0.2635, 0.7121], [-2.7730, -0.8679, 0.0120], [-2.4491, -0.4331, 1.7633], [-2.7575, 2.8970, -1.0145], [-2.3469, 3.6735, -0.3606], [-2.8510, 3.3117, -2.0249], [-3.7559, 2.6219, -0.6538], [-2.3974, 0.6896, -2.0714], [-1.7669, -0.2028, -2.1545], [-3.4101, 0.3738, -1.7860], [-2.4569, 1.1524, -3.0641], [3.2639, -0.5371, -0.0993], [3.4886, 0.1106, 0.7558], [4.0173, -1.3377, -0.1235], [3.3566, 0.0526, -1.0144], [1.1469, -0.8515, -2.4556], [1.6978, 0.0923, -2.5015], [1.7309, -1.6243, -2.9760], [0.1993, -0.7205, -2.9845], [-1.2445, -2.6738, -1.3571], [-1.3303, -2.1834, -2.3298], [-0.9986, -3.7313, -1.5341], [-2.2107, -2.6317, -0.8489], [-0.7404, -3.1894, 1.7633], [-1.7733, -3.2283, 1.4092], [-0.3428, -4.2119, 1.7933], [-0.7326, -2.7915, 2.7838], [2.1360, -1.9705, 2.4682], [1.4552, -2.1029, 3.3133], [2.7810, -2.8581, 2.3958], [2.7796, -1.1061, 2.6662], [0.6402, 2.1512, -0.5446], [-0.3988, 2.1477, -1.4548], [1.9480, 2.4764, -0.9307], [-0.1630, 2.5713, -2.7681], [0.4018, 1.8756, 0.5157], [2.1901, 2.8708, -2.2511], [2.7477, 2.4329, -0.1871], [1.1266, 2.9230, -3.1639], [-0.9955, 2.6185, -3.4696], [3.2018, 3.1373, -2.5615], [1.3013, 3.2360, -4.1974], [-0.0385, 0.0056, 5.3027], [-0.1025, 0.0221, 3.8569], [-0.1093, 0.3698, 2.7372], [0.8717, -0.5206, 5.6269], [-0.9134, -0.5278, 5.6993], [-0.0248, 1.0324, 5.6973]], "forces_ev_per_a": [[1.3155, -1.9567, 0.4114], [1.0966, -0.0631, -0.1806], [0.7265, -2.2673, -1.2798], [1.0404, -3.2138, -1.7628], [0.7736, -2.4641, -0.3333], [-3.5960, 6.1369, 0.9768], [0.7648, 0.2972, -0.0721], [-0.6621, 1.2102, 0.1802], [-0.1491, -0.2740, -0.2375], [-0.9061, 0.7178, 0.3161], [0.4971, 0.0561, 0.1611], [-0.0186, 0.0072, -0.3182], [-0.0464, 0.0905, 0.2220], [-0.1133, -0.0752, -0.0734], [-0.0155, -0.0235, 0.2058], [0.1438, 0.0709, -0.0849], [0.0465, -0.2094, -0.1074], [-0.1639, 0.1673, -0.0175], [0.2154, 0.0842, -0.0971], [-0.0185, -0.1399, 0.2656], [-0.0007, 0.0834, 0.0935], [0.0755, -0.1023, -0.1877], [-0.2018, 0.1576, -0.0197], [0.0291, -0.0892, 0.1655], [-0.0653, 0.2475, 0.1298], [-0.1066, -0.1022, -0.1340], [-0.1397, 0.1495, 0.1790], [0.1993, 0.0112, 0.0087], [-0.0338, 0.0439, 0.1961], [-0.0565, -0.1512, 0.1560], [-0.0369, 0.2720, 0.0740], [0.0066, -0.1281, -0.2202], [-0.0306, 0.1597, -0.0464], [0.0935, -0.0436, 0.1157], [-0.0727, 0.1992, -0.0236], [-0.0769, -0.1377, -0.0923], [0.0261, 0.1527, -0.1702], [0.1209, -0.0588, -0.0434], [-0.1993, 0.1696, 0.0663], [-0.0909, -0.1697, 0.0588], [0.4600, 0.0007, 0.6736], [-1.3376, -0.2324, -0.4909], [-0.1184, 0.2681, -0.2725], [0.3390, -0.0647, 0.2123], [0.5370, 0.8267, -0.8749], [-0.0561, -0.2108, 0.3715], [-0.2011, 0.1276, -0.3339], [-0.0895, 0.0521, -0.0583], [0.3231, 0.0078, 0.0640], [-0.3228, -0.0683, 0.0491], [-0.0024, -0.0818, 0.4027], [-0.0509, -0.6088, 0.5902], [0.2339, 1.2852, -1.8204], [-0.0325, -0.1579, 3.3066], [-0.3027, 0.1635, -0.0513], [0.2762, 0.1650, -0.0035], [-0.0250, -0.2871, -0.2445]], "multiplicity": 5, "charge": 1, "gap_ha": [0.210, 0.256], "homo_energy_ev": [-8.09, -11.89], "relative_energy_kcal_mol": 0.00, "e_lumo_ev": [-2.4, -4.9], "s2": 6.02}

=====

# 2
{"formula": "C24H27N3O", "method": "the ωB97M-V functional and the def2-TZVPD basis", "species": ["C", "H", "H", "H", "C", "N", "C", "C", "C", "N", "H", "C", "N", "C", "C", "C", "H", "H", "C", "C", "O", "C", "C", "C", "C", "C", "C", "H", "H", "C", "C", "C", "C", "C", "C", "H", "H", "H", "H", "H", "H", "H", "C", "H", "H", "H", "H", "H", "H", "H", "H", "H", "H", "H", "H"], "coordinates": [[-3.1739, -2.1316, -0.4351], [-2.2129, -2.6248, -0.3056], [-3.1678, -1.1943, 0.1158], [-3.9539, -2.7720, -0.0321], [-3.4344, -1.8528, -1.9136], [-2.4230, -0.9947, -2.4687], [-1.2728, -1.3571, -3.0690], [-0.6038, -0.1966, -3.4030], [-1.4500, 0.8241, -2.9396], [-2.5376, 0.3260, -2.3835], [-1.3089, 1.8852, -2.9998], [0.7192, -0.0704, -4.0810], [1.7760, -0.6373, -3.2553], [3.0303, -0.7762, -3.9708], [4.0307, -1.5484, -3.1151], [4.2524, -0.8391, -1.7846], [4.9154, -1.4214, -1.1425], [4.7209, 0.1334, -1.9488], [2.9050, -0.6341, -1.0961], [3.0483, 0.1307, 0.2062], [4.1000, 0.6349, 0.5372], [1.8310, 0.2789, 1.0432], [1.8324, 1.2926, 2.0036], [0.7369, 1.5097, 2.8108], [-0.3967, 0.7061, 2.6956], [-0.3908, -0.3192, 1.7505], [0.6998, -0.5294, 0.9320], [0.6675, -1.3365, 0.2163], [-1.2628, -0.9478, 1.6484], [-1.5679, 0.9294, 3.5537], [-2.2670, -0.1459, 4.0983], [-3.3643, 0.0679, 4.9113], [-3.7860, 1.3577, 5.1878], [-3.1015, 2.4338, 4.6478], [-1.9998, 2.2229, 3.8403], [-1.4806, 3.0655, 3.4076], [-3.4286, 3.4419, 4.8567], [-4.6444, 1.5235, 5.8217], [-3.8920, -0.7751, 5.3332], [-1.9318, -1.1541, 3.9023], [0.7630, 2.2929, 3.5541], [2.7161, 1.9066, 2.0948], [1.9729, 0.1324, -2.0430], [0.9998, 0.2940, -1.5738], [2.4150, 1.1237, -2.2592], [2.4567, -1.6117, -0.8960], [3.6348, -2.5492, -2.9324], [4.9734, -1.6455, -3.6558], [2.8391, -1.3227, -4.8983], [3.4546, 0.2103, -4.2358], [0.7006, -0.6312, -5.0211], [0.9084, 0.9920, -4.3193], [-1.0090, -2.3834, -3.2245], [-3.4490, -2.7865, -2.4820], [-4.3947, -1.3451, -2.0294]], "forces_ev_per_a": [[-0.0736, 0.0569, -0.2351], [0.0881, -0.0559, 0.0450], [0.0029, 0.0631, 0.0716], [-0.0679, -0.0748, 0.0828], [-0.2840, -0.2224, 0.4850], [0.3725, 0.0513, -0.4161], [0.2025, 0.2434, -0.1339], [-0.1184, -0.0347, -0.0414], [0.1357, -0.3639, -0.1014], [-0.6627, 0.4350, 0.3872], [0.0126, 0.2520, -0.0035], [-0.0545, -0.1337, 0.0133], [0.0675, 0.0720, -0.0760], [0.1281, -0.3022, -0.0528], [0.0180, 0.2596, -0.0749], [-0.1593, -0.2263, 0.0636], [0.0548, 0.0810, 0.0040], [0.0367, 0.0066, 0.0507], [0.4176, 0.3088, -0.1269], [0.1194, -0.2541, -0.2739], [-0.0662, 0.0102, -0.0214], [-0.2704, 0.2607, 0.5355], [0.0864, -0.0685, -0.1942], [-0.1063, -0.0652, -0.0078], [0.2848, -0.1024, -0.2263], [-0.0924, 0.0627, 0.1540], [0.2754, 0.0658, -0.0323], [-0.0157, -0.0574, -0.1371], [-0.0806, -0.0470, -0.0248], [-0.2543, 0.0511, 0.1802], [0.0688, 0.0500, -0.0488], [-0.0946, -0.0429, 0.0331], [-0.0553, 0.0117, 0.0385], [-0.0455, 0.0637, 0.0689], [0.0500, -0.0807, -0.0399], [0.0498, 0.0696, -0.0454], [-0.0284, 0.0742, 0.0041], [-0.0663, 0.0131, 0.0472], [-0.0302, -0.0616, 0.0373], [0.0405, -0.0838, -0.0201], [-0.0035, 0.0671, 0.0667], [0.0637, 0.0268, 0.0128], [-0.1786, -0.2356, 0.2582], [0.0978, 0.0442, -0.0515], [-0.0172, -0.0099, 0.0040], [-0.0828, 0.0293, 0.0203], [0.0103, -0.0695, -0.0608], [0.0132, -0.0516, -0.0096], [0.0062, 0.0840, -0.0048], [-0.0235, -0.0199, -0.0285], [0.0837, 0.1378, 0.0200], [0.0016, -0.0826, -0.0527], [0.0383, -0.2609, -0.0164], [-0.0193, 0.1479, -0.0177], [0.1250, -0.0921, -0.1082]], "gap_ha": 0.327, "homo_energy_ev": -8.70, "relative_energy_kcal_mol": 16.58, "e_lumo_ev": 0.2, "smiles": "CCn1cc(CN2CCC[C@@H](C(=O)c3ccc(-c4ccccc4)cc3)C2)cn1"}